{
  "formula": "C54H54N4O9",
  "method": "the ωB97M-V functional and the def2-TZVPD basis",
  "lumo_energy_ev": -1.09,
  "smiles": "O=C1c2ccccc2C(=O)c2ccccc21.O=C1c2ccccc2C(=O)c2ccccc21.O=C1c2ccccc2C(=O)c2ccccc21.CCN(CC)CC.CC(N)=O.CC(N)=O.CC(N)=O",
  "homo_ev": -7.707,
  "homo_lumo_gap_ev": 6.6,
  "species": ["C", "C", "N", "C", "C", "C", "C", "H", "H", "H", "H", "H", "H", "H", "H", "H", "H", "H", "H", "H", "H", "H", "O", "C", "N", "C", "H", "H", "H", "H", "H", "O", "C", "N", "C", "H", "H", "H", "H", "H", "O", "C", "N", "C", "H", "H", "H", "H", "H", "C", "C", "C", "C", "C", "C", "C", "O", "C", "C", "C", "C", "C", "C", "C", "O", "H", "H", "H", "H", "H", "H", "H", "H", "C", "C", "C", "C", "C", "C", "C", "O", "C", "C", "C", "C", "C", "C", "C", "O", "H", "H", "H", "H", "H", "H", "H", "H", "C", "C", "C", "C", "C", "C", "C", "O", "C", "C", "C", "C", "C", "C", "C", "O", "H", "H", "H", "H", "H", "H", "H", "H"],
  "positions_angstrom": [[16.13470, 11.56848, -8.16683], [14.78201, 11.04607, -7.54297], [14.82193, 9.72027, -6.99461], [13.49641, 9.23182, -6.53067], [12.67284, 9.04157, -7.82297], [16.07449, 9.37360, -6.17365], [15.94848, 10.10741, -4.79122], [16.93044, 11.49291, -7.42575], [16.17561, 12.64489, -8.33343], [16.44521, 11.09107, -9.09621], [14.82128, 11.67453, -6.65325], [13.93811, 11.30639, -8.18185], [13.53843, 8.33596, -5.91116], [13.13067, 9.87985, -5.73419], [13.33259, 9.03053, -8.69055], [12.10995, 8.11569, -7.94128], [11.93800, 9.84636, -7.80221], [16.99242, 9.56678, -6.72879], [16.16449, 8.31736, -5.91996], [14.98579, 9.92391, -4.31407], [15.97412, 11.19157, -4.90088], [16.73544, 9.65141, -4.19050], [-7.74809, 8.05349, -11.20742], [-7.26246, 8.50223, -12.26634], [-5.96163, 8.35132, -12.63122], [-8.41931, 8.89111, -13.27612], [-5.34013, 7.92887, -11.95640], [-5.52499, 8.84050, -13.39942], [-8.94359, 9.73201, -12.82211], [-9.26473, 8.21099, -13.38003], [-8.20284, 9.05651, -14.33153], [14.81237, 0.19207, -7.74369], [13.70258, 0.61690, -8.05958], [12.70350, -0.20033, -8.42404], [13.27491, 2.16460, -7.99875], [13.05133, -1.14763, -8.46582], [11.81571, 0.17338, -8.72780], [12.22482, 2.42365, -7.86355], [13.71711, 2.69758, -8.84047], [13.72741, 2.68225, -7.15294], [-9.41740, -1.14298, -1.04826], [-9.34266, -2.32700, -1.25511], [-9.71081, -3.28748, -0.43264], [-8.88763, -2.67653, -2.61842], [-9.99391, -2.96941, 0.48321], [-9.68768, -4.27376, -0.64902], [-8.37287, -1.79633, -3.00361], [-9.74166, -2.84512, -3.27440], [-8.17270, -3.49585, -2.69396], [-2.02537, 12.77362, -0.45703], [-2.52729, 11.65152, 0.15611], [-1.74369, 11.17395, 1.23278], [-0.61008, 11.76903, 1.73339], [-0.18763, 12.99077, 1.21927], [-0.86088, 13.35562, 0.05564], [1.08544, 13.63818, 1.67472], [1.47211, 14.64663, 1.14549], [1.75014, 12.99846, 2.92013], [2.88179, 13.58541, 3.38684], [3.58744, 12.94216, 4.41622], [3.14108, 11.74979, 4.97685], [1.93258, 11.19470, 4.53095], [1.26459, 11.78968, 3.48922], [0.09844, 11.10521, 2.89409], [-0.29240, 10.00458, 3.28909], [-2.56475, 13.19262, -1.29364], [-3.46153, 11.16326, -0.07880], [-2.17247, 10.22778, 1.52824], [-0.44271, 14.17535, -0.50970], [3.27185, 14.47951, 2.92334], [4.56478, 13.29384, 4.71209], [3.85167, 11.15171, 5.52799], [1.62362, 10.26067, 4.97653], [-3.48700, 4.21951, -1.37116], [-4.09257, 4.59741, -2.57063], [-3.25361, 4.80483, -3.70784], [-1.85924, 4.84344, -3.61168], [-1.24776, 4.53656, -2.36349], [-2.06199, 4.14868, -1.31378], [0.21626, 4.51467, -2.24210], [0.71073, 4.40902, -1.15544], [1.06360, 4.66278, -3.47283], [2.48480, 4.46615, -3.50675], [3.20694, 4.73192, -4.66776], [2.62643, 5.02535, -5.86842], [1.23218, 5.27834, -5.90025], [0.46562, 5.07612, -4.71236], [-1.05042, 5.27478, -4.78956], [-1.58503, 5.68649, -5.85519], [-4.14941, 3.98533, -0.55093], [-5.16510, 4.49676, -2.64795], [-3.62596, 5.05723, -4.68969], [-1.62131, 3.99563, -0.33971], [2.98502, 4.19978, -2.58739], [4.27982, 4.60925, -4.68476], [3.23972, 5.24772, -6.72914], [0.72237, 5.54771, -6.81345], [-14.27477, 4.18672, -13.17977], [-12.98347, 3.96442, -12.68372], [-12.89034, 3.91817, -11.30921], [-13.95807, 4.18400, -10.41267], [-15.22096, 4.43667, -10.99782], [-15.36259, 4.44482, -12.39697], [-16.31868, 4.69292, -10.10549], [-17.41258, 4.88608, -10.63230], [-16.13693, 4.78833, -8.65073], [-17.24231, 5.13675, -7.91170], [-17.03575, 5.32307, -6.56890], [-15.84875, 5.11112, -5.94403], [-14.75023, 4.64903, -6.71570], [-14.87403, 4.54048, -8.11098], [-13.68738, 4.05745, -8.92706], [-12.60384, 3.70866, -8.38765], [-14.35450, 4.05754, -14.24905], [-12.13093, 4.00100, -13.34571], [-11.89046, 3.79711, -10.91937], [-16.35191, 4.65227, -12.77723], [-18.21710, 5.32897, -8.33505], [-17.87379, 5.54546, -5.92499], [-15.71587, 5.30927, -4.89071], [-13.80365, 4.61901, -6.19658]],
  "forces_ev_per_angstrom": [[-0.189, -0.454, 0.079], [2.413, 1.674, 1.040], [1.576, -2.850, -0.400], [1.612, -0.286, -0.387], [-0.821, 0.222, 0.798], [-2.681, 1.201, 0.715], [0.571, -0.599, -1.062], [0.064, -0.512, -0.060], [-0.845, 0.099, -0.219], [-0.019, -0.222, 0.065], [-1.134, 0.984, 0.166], [-0.041, -0.503, 0.193], [0.785, -0.602, -0.591], [-0.868, 0.906, -0.506], [-0.049, 0.553, 0.157], [-0.029, -0.160, 0.666], [-0.042, 0.046, -0.833], [-0.269, 0.491, 0.064], [-0.730, -0.251, -0.450], [-0.004, -0.448, -0.118], [0.635, -0.019, 0.183], [0.064, 0.728, 0.500], [1.997, 1.118, -1.243], [-3.682, -2.478, 0.486], [0.016, 0.429, -0.004], [0.590, 0.760, -0.121], [-0.181, 0.178, 0.074], [-0.413, -0.086, 0.089], [0.381, 0.458, -0.252], [0.613, -0.976, 0.838], [0.674, 0.597, 0.132], [-1.205, 0.784, -0.532], [0.421, 2.079, 1.141], [0.380, -0.045, -0.014], [1.173, -0.600, 0.386], [-0.913, -0.239, -0.340], [0.245, -0.606, -0.006], [-0.198, -0.612, -0.554], [-0.296, -0.205, -0.318], [0.394, -0.554, 0.237], [-0.388, 1.298, 1.663], [0.455, 0.744, -2.299], [-0.533, -1.060, 1.759], [0.867, -0.403, -1.264], [-0.103, -0.367, -0.035], [0.096, 0.409, 0.016], [-0.115, -0.056, 0.035], [-0.024, -0.238, 0.040], [-0.253, -0.323, 0.086], [-0.001, 0.120, 0.210], [1.514, 0.474, 1.500], [-2.052, -1.214, -1.296], [0.078, -0.367, 1.454], [-0.111, -1.267, -1.350], [0.234, 1.468, -0.647], [-1.061, -0.523, 1.076], [0.657, 0.124, 0.077], [-1.273, -0.238, -1.464], [1.092, -0.133, 1.080], [0.096, -0.207, -0.144], [-0.069, 0.224, -1.235], [1.141, -0.013, 0.686], [-0.183, 0.754, -0.554], [-1.258, -1.438, -0.153], [0.692, 1.441, -0.283], [0.336, 0.248, -0.205], [0.107, -0.013, -0.274], [0.769, -0.161, 1.093], [-0.013, 0.328, 0.086], [-0.072, 0.069, -0.043], [0.021, 0.265, 0.026], [-0.293, 0.124, 0.660], [-0.351, -0.070, -0.302], [1.038, 0.328, -1.310], [1.604, -1.129, -0.822], [-0.166, 0.657, 0.664], [-0.438, 0.059, 0.868], [-1.350, -0.332, -1.588], [-1.279, 0.948, 1.032], [0.433, 0.214, -0.421], [0.920, -0.254, 1.028], [0.965, 0.338, -2.232], [-1.705, 0.732, 0.374], [0.558, -1.047, 0.739], [-2.160, 1.434, -0.277], [0.377, -0.958, 1.352], [-0.073, 0.062, -0.021], [-0.387, 0.294, -2.793], [1.394, -1.010, 3.037], [0.395, -0.087, 0.334], [-0.073, 0.442, -0.230], [-0.422, -0.054, 0.012], [0.266, -0.400, -0.060], [0.052, -0.070, 0.032], [0.149, -0.042, 0.370], [-0.032, -0.231, -0.147], [-0.067, 0.105, 0.057], [0.866, -0.541, -1.350], [-1.638, 0.760, 0.932], [1.015, 0.598, 0.689], [1.158, -1.269, -1.469], [2.541, -0.357, 0.427], [-0.330, -0.086, 1.255], [-2.393, 0.605, -1.288], [0.100, -0.073, 0.788], [0.322, -0.356, -1.334], [0.350, 0.311, 0.487], [-1.745, -0.073, 1.110], [2.172, -0.754, -0.929], [-0.622, 1.439, 0.449], [0.568, -0.788, 1.763], [1.227, 0.509, 1.054], [-3.336, 0.898, -2.019], [-0.455, 0.479, -0.230], [0.066, -0.546, 0.099], [-0.012, -0.177, 0.491], [0.045, -0.104, -0.205], [0.177, -0.166, -0.329], [-0.251, 0.370, -0.093], [-0.068, -0.117, 0.053], [0.246, -0.565, -0.347]]
}



{
  "formula": "C35H37BN5O6SiTi",
  "method": "the ωB97M-V functional and the def2-TZVPD basis",
  "lumo_energy_ev": [-3.94, -3.94],
  "charge": 1,
  "homo_ev": [-11.108, -11.106],
  "homo_lumo_gap_ev": [7.2, 7.2],
  "species": ["Ti", "C", "O", "C", "C", "O", "C", "H", "H", "H", "H", "H", "H", "H", "H", "H", "H", "B", "N", "C", "C", "C", "N", "N", "C", "C", "C", "N", "H", "H", "H", "H", "H", "H", "H", "H", "C", "C", "C", "C", "C", "C", "Si", "C", "C", "C", "C", "C", "C", "C", "C", "C", "C", "C", "C", "H", "H", "H", "H", "H", "H", "H", "H", "H", "H", "H", "H", "H", "H", "H", "O", "C", "O", "C", "C", "C", "C", "C", "C", "N", "O", "O", "H", "H", "H", "H"],
  "positions_angstrom": [[-0.21672, -0.00814, -1.23294], [-4.01984, 4.40926, -3.47076], [-2.83696, 4.35382, -2.68376], [-2.70077, 3.00300, -2.24713], [-1.63603, 2.98202, -1.21428], [-1.54505, 1.64647, -0.64255], [-2.39983, 1.45948, 0.56659], [-4.85947, 4.15628, -2.86915], [-4.02037, 3.71990, -4.24237], [-4.12328, 5.45564, -3.84559], [-2.59023, 2.30220, -3.03442], [-3.67012, 2.65630, -1.77312], [-1.84862, 3.69935, -0.39492], [-0.66441, 3.15840, -1.77097], [-2.14899, 2.33369, 1.25060], [-3.46579, 1.51208, 0.31586], [-2.31250, 0.42519, 0.84868], [1.48905, 1.88238, -2.45513], [2.34988, 0.58109, -2.50661], [3.48818, 0.22977, -3.08648], [3.61073, -1.17723, -3.04118], [2.39592, -1.56599, -2.44217], [1.61098, -0.53277, -2.12667], [0.34981, 1.83176, -3.47745], [0.10314, 2.19483, -4.74372], [-0.85354, 1.38369, -5.34045], [-1.19923, 0.54643, -4.31339], [-0.54439, 0.80334, -3.18789], [0.88044, 1.74972, -1.27818], [1.99747, 2.99886, -2.43914], [4.11008, 0.97477, -3.58859], [4.39800, -1.88843, -3.16873], [2.09814, -2.51051, -1.96438], [0.61418, 3.05285, -5.15230], [-1.24417, 1.45474, -6.33685], [-2.01509, -0.20955, -4.26699], [-1.28252, -1.15576, 4.82976], [-1.05892, -1.91226, 3.74538], [-0.42815, -1.53309, 2.57726], [0.03362, -0.25030, 2.48151], [-0.26081, 0.60782, 3.54449], [-0.94059, 0.18004, 4.68325], [1.09380, 0.36130, 0.95608], [2.66266, -0.60211, 0.88654], [2.76215, -1.89772, 1.35270], [3.96593, -2.60188, 1.41238], [5.14922, -1.98341, 0.98367], [5.08104, -0.66085, 0.53459], [3.87780, -0.00131, 0.45702], [1.54408, 2.11959, 1.60679], [2.46098, 2.16828, 2.67192], [2.57073, 3.27786, 3.47278], [1.66143, 4.35250, 3.22044], [0.77295, 4.32821, 2.15775], [0.68742, 3.21013, 1.26668], [-1.65513, -1.57251, 5.72333], [-1.27731, -2.96435, 3.85242], [-0.45756, -2.18181, 1.73044], [-0.05726, 1.71462, 3.33553], [-1.10163, 0.86388, 5.52164], [1.92328, -2.39827, 1.85573], [4.04249, -3.54851, 1.88177], [5.98502, -2.63360, 1.02102], [5.96417, -0.20882, 0.14321], [3.69647, 1.01778, 0.06864], [3.20856, 1.28917, 2.88083], [3.17554, 3.37883, 4.37549], [1.73059, 5.20954, 3.93537], [0.02565, 5.06643, 2.10700], [-0.02098, 3.21233, 0.50026], [-2.00837, -1.15164, -0.90489], [-1.27361, -2.09956, -0.57536], [0.02039, -1.96244, -0.68898], [-1.73267, -3.40146, -0.02900], [-0.86736, -4.45845, 0.09194], [-1.22542, -5.61352, 0.76307], [-2.51136, -5.72396, 1.31205], [-3.47544, -4.72325, 1.15459], [-3.07564, -3.53381, 0.52373], [-2.95732, -7.03380, 1.71783], [-4.06813, -7.39137, 1.35075], [-2.17489, -7.61775, 2.51901], [0.04908, -4.58320, -0.45303], [-0.61198, -6.50424, 0.81538], [-4.45749, -4.83015, 1.50016], [-3.74509, -2.68784, 0.48561]],
  "forces_ev_per_angstrom": [[-0.211, -0.168, -0.295], [0.420, 2.766, 0.907], [-0.096, -1.275, -0.188], [-2.391, 1.042, 1.371], [1.455, -0.362, -0.514], [-0.458, -0.570, 0.839], [-0.097, 1.636, -0.872], [-0.952, 0.014, 0.750], [0.372, -1.318, -1.927], [0.062, -0.936, 0.203], [0.730, -0.461, -1.049], [0.631, 0.480, -0.182], [0.315, -0.272, -0.639], [-0.970, 0.156, 1.269], [-0.129, -1.737, -0.319], [0.191, 0.465, -0.406], [0.779, -0.003, 0.829], [0.030, 0.783, 0.994], [-1.699, 0.558, -0.474], [0.680, -0.916, -0.522], [-1.882, 0.585, 1.074], [0.045, -0.894, 1.346], [1.894, 1.377, -0.541], [-1.838, -1.498, -0.507], [0.945, 0.764, -0.355], [0.641, 0.872, 0.381], [-2.048, -1.839, 0.967], [1.307, 0.670, -0.171], [0.242, -0.290, -0.707], [0.158, -0.916, 0.007], [-0.128, -0.261, 0.553], [0.458, 0.257, -0.574], [0.299, 0.227, -0.857], [0.167, -0.108, -0.103], [-0.062, -0.030, -0.033], [0.851, 0.596, -0.228], [0.614, 1.874, -0.243], [0.113, -3.253, -0.781], [-0.796, 0.237, 0.270], [0.433, 0.816, -1.316], [-0.261, 2.137, -0.544], [0.581, 0.878, 0.690], [0.026, 1.144, 1.700], [1.338, -0.341, -0.281], [-0.379, -1.276, 1.231], [0.556, 1.793, -0.502], [-2.162, -0.134, 0.250], [0.380, -0.681, -0.494], [-2.022, 0.588, -0.033], [-1.148, -0.298, -1.698], [1.830, -1.568, 0.125], [-1.637, 1.633, -0.034], [1.148, -0.135, 0.877], [0.176, -1.643, -0.394], [2.840, 0.259, 3.793], [-0.539, -0.233, 0.833], [-0.348, -0.304, -0.217], [0.547, -0.585, -0.067], [-0.171, -1.685, 0.983], [-0.042, -0.020, -0.448], [0.057, 0.309, -0.530], [-0.228, -0.882, 0.167], [1.229, 0.210, -0.105], [0.520, 0.435, -0.048], [1.035, -0.451, 0.176], [-1.809, 1.519, -0.516], [0.190, -0.389, -0.528], [-0.419, -0.707, -0.889], [-0.584, 1.187, -0.336], [-0.704, -0.252, -0.989], [-0.059, 1.039, -0.124], [1.292, -2.041, 0.222], [-1.144, 0.843, -0.155], [-2.711, 0.535, 1.043], [0.516, -1.418, -0.207], [-1.437, -0.451, 0.758], [0.132, 0.893, -1.903], [2.145, 1.077, -0.841], [1.770, -0.378, -0.108], [0.517, -1.146, 2.598], [1.371, -0.038, 0.429], [-1.924, 0.687, -2.040], [0.498, 0.845, -0.034], [0.240, 0.245, -0.081], [-1.199, -0.283, 0.467], [-0.081, 0.014, -0.155]]
}



{
  "formula": "C5H3Cl",
  "method": "the ωB97M-V functional and the def2-TZVPD basis",
  "lumo_energy_ev": -0.87,
  "homo_ev": -10.003,
  "homo_lumo_gap_ev": 9.1,
  "species": ["C", "C", "C", "C", "C", "Cl", "H", "H", "H"],
  "positions_angstrom": [[0.02075, -2.05292, -1.38683], [1.15755, 1.79117, 0.05998], [-0.39046, -1.33495, -0.52813], [0.32056, 1.03524, 0.46365], [-0.72750, 0.20047, 0.93241], [-2.28862, 0.85470, 0.74857], [0.73421, -2.45914, -2.05275], [1.81327, 2.60346, 0.19415], [-0.63977, -0.63803, 1.56895]],
  "forces_ev_per_angstrom": [[1.068, -0.236, -0.592], [-0.267, 0.172, 0.987], [-1.421, 3.086, 2.882], [-0.046, -0.365, 0.539], [0.335, -2.580, -4.302], [-0.428, 0.069, 0.244], [-0.211, -0.578, -0.454], [0.622, 0.368, -0.670], [0.350, 0.063, 1.367]]
}



{
  "formula": "C4H5N3O",
  "method": "the ωB97M-V functional and the def2-TZVPD basis",
  "lumo_energy_ev": -0.08,
  "smiles": "[H]/N=N\\C1(O)C=C1.C#N",
  "homo_ev": -9.393,
  "homo_lumo_gap_ev": 9.3,
  "species": ["C", "C", "C", "C", "N", "N", "N", "O", "H", "H", "H", "H", "H"],
  "positions_angstrom": [[-0.07875, -0.15374, 0.87203], [1.33595, -0.00351, 1.26683], [0.08693, 0.07827, -1.94400], [1.43890, 0.33188, 0.01965], [-0.92570, 1.00924, 1.04114], [-2.13925, 0.87714, 0.85189], [-0.52524, -0.91945, -1.91372], [-0.61140, -1.30574, 0.54854], [-2.39463, -0.11373, 0.64359], [-0.71164, -1.36465, -0.54153], [1.87286, -0.06727, 2.19783], [0.41801, 0.98375, -2.40931], [2.23396, 0.64781, -0.63293]],
  "forces_ev_per_angstrom": [[1.436, 0.584, -1.112], [-0.188, 0.125, 0.101], [-1.343, -1.432, -0.617], [-0.809, -0.310, 1.509], [-0.278, 0.230, -0.299], [0.117, -0.151, 0.255], [0.801, 1.286, -0.324], [-0.380, -0.498, -1.252], [0.257, 0.090, -0.077], [0.110, 0.052, 1.746], [0.137, -0.159, 0.029], [0.276, 0.087, 0.323], [-0.135, 0.094, -0.283]]
}



> What is the formula in the third record?

C5H3Cl



> Number 2 is which compound?

C35H37BN5O6SiTi



> Number 2 is which compound?

C35H37BN5O6SiTi